# C4H30NO12

11 unconnected molecules or ions with the total composition C4H30NO12 (wB97M-V/def2-TZVPD, the OMol25 dataset).

XYZ file:
```
47
Properties=species:S:1:pos:R:3:lowdin_charge:R:1
C -1.698 -0.438 -0.770 -0.095
C -2.138 0.679 0.200 -0.174
C -3.067 0.008 1.199 -0.109
C -2.318 -0.977 2.074 -0.507
O -3.168 -1.929 2.508 0.124
O -1.169 -0.899 2.420 0.095
N -0.269 -0.069 -1.213 0.140
H -1.553 -1.445 -0.415 0.121
H -2.401 -0.496 -1.600 0.137
H -2.671 1.565 -0.185 0.129
H -1.228 0.992 0.746 0.105
H -3.924 -0.474 0.718 0.132
H -3.611 0.716 1.881 0.152
H -2.771 -2.784 2.737 0.143
H -0.072 -0.710 -1.998 0.073
H -0.165 0.978 -1.313 0.092
H 0.314 -0.240 -0.397 0.076
H 0.091 2.970 -1.337 0.020
H -1.230 2.987 -2.365 0.068
O -0.792 2.720 -1.565 -0.030
H 0.784 -3.285 -2.302 0.079
H -0.137 -2.167 -2.936 0.046
O 0.270 -2.486 -2.112 -0.045
H -0.212 0.895 -3.901 0.030
H -0.054 -0.370 -4.969 0.063
O -0.135 -0.038 -4.078 -0.045
H 1.992 -3.228 1.829 0.008
H 2.290 -4.355 0.953 0.043
O 1.579 -4.048 1.530 -0.047
H 4.439 1.548 -0.839 0.030
H 5.168 0.241 -0.265 0.045
O 4.357 0.725 -0.377 -0.033
H 1.981 2.570 0.080 0.082
H 1.656 1.028 -0.335 0.016
O 1.374 1.949 -0.314 -0.040
H 2.783 0.551 -2.996 0.048
H 2.201 1.875 -2.638 0.021
O 2.122 1.186 -3.309 -0.050
H -1.677 2.406 2.374 -0.004
H -0.763 2.230 3.613 0.021
O -1.013 2.840 2.901 -0.039
H 0.410 -0.333 4.042 0.012
H -0.953 0.150 4.640 0.030
O 0.004 0.190 4.734 -0.044
H 2.544 -1.206 0.879 0.071
H 1.199 -1.153 1.644 0.044
O 1.632 -0.869 0.828 -0.036
```

Output
LUMO in Eh: -0.10308
E_tot in eV: -30689.101
Net charge: +1
Energy above the lowest of the compared OMol25 structures with the same formula, charge and spin in eV: 0.840
Frontier orbital gap in eV: 10.7

=====

# C24H16F5MgN7OS2Se

A molecular structure, C24H16F5MgN7OS2Se (wB97M-V/def2-TZVPD, the OMol25 dataset).

XYZ file:
```
57
Properties=species:S:1:pos:R:3:lowdin_charge:R:1
Mg -0.819 0.221 -0.329 0.507
O -2.942 -0.915 2.604 -0.031
C -2.789 -0.632 1.396 -0.536
N -2.119 -1.266 0.454 -0.023
C -1.490 -2.508 0.844 -0.168
C -0.006 -2.353 1.080 -0.252
C 0.754 -3.394 1.607 -0.008
C 2.112 -3.223 1.776 -0.051
C 2.691 -2.008 1.421 -0.054
C 1.870 -1.026 0.911 -0.118
N 0.553 -1.191 0.740 0.058
C -3.403 0.664 0.890 -0.177
C -4.541 1.199 1.470 0.011
C -5.048 2.383 0.961 -0.047
C -4.387 3.008 -0.086 -0.051
C -3.236 2.421 -0.583 -0.104
N -2.759 1.271 -0.114 0.064
H -1.605 -3.223 0.023 0.115
H -1.945 -2.930 1.744 0.125
H 0.269 -4.325 1.870 0.126
H 2.720 -4.025 2.176 0.115
H 3.751 -1.830 1.532 0.113
H 2.271 -0.059 0.624 0.122
H -4.995 0.678 2.300 0.121
H -5.946 2.819 1.378 0.110
H -4.747 3.937 -0.505 0.105
H -2.668 2.884 -1.382 0.113
N -0.581 0.518 3.320 0.146
C 0.020 1.452 2.566 -0.662
N -0.077 1.572 1.262 0.035
C 0.681 2.642 0.810 -0.336
C 1.375 3.313 1.750 -0.348
S 1.065 2.633 3.305 1.063
C 0.657 2.903 -0.631 -0.335
C 1.118 3.997 -1.270 -0.345
S 0.873 3.828 -2.969 1.068
C 0.144 2.276 -2.701 -0.701
N 0.093 1.922 -1.435 0.036
N -0.339 1.541 -3.714 0.091
H -1.368 -0.046 2.988 0.067
H -0.482 0.579 4.317 0.102
H 2.049 4.143 1.626 0.076
H 1.566 4.882 -0.852 0.076
H -0.095 1.813 -4.651 0.100
H -0.417 0.530 -3.528 -0.050
F 5.357 -2.843 -1.636 0.117
C 4.069 -2.565 -1.867 -0.150
C 3.081 -3.452 -1.484 -0.163
F 3.420 -4.592 -0.870 0.114
C 1.751 -3.147 -1.710 -0.271
F 0.846 -4.045 -1.299 0.073
C 1.343 -1.959 -2.310 -0.513
Se -0.504 -1.560 -2.527 0.739
C 2.368 -1.100 -2.687 -0.244
F 2.085 0.074 -3.282 0.064
C 3.706 -1.381 -2.479 -0.147
F 4.650 -0.506 -2.848 0.112
```

Output
LUMO in Eh: 0.00896
E_tot in eV: -143680.112
Net charge: 0
Energy above the lowest of the compared OMol25 structures with the same formula, charge and spin in eV: 0.006
Frontier orbital gap in eV: 7.6

=====

# CH4N2O2S

CH4N2O2S in the gas phase (wB97M-V/def2-TZVPD, the OMol25 dataset).

XYZ file:
```
10
Properties=species:S:1:pos:R:3:lowdin_charge:R:1
C 0.017 -0.975 -0.928 -0.158
N 0.151 0.450 -0.621 -0.207
N -1.006 0.955 0.311 -0.052
S 0.415 0.579 1.041 0.603
O 1.209 1.685 1.362 -0.261
O 0.388 -0.613 1.847 -0.273
H -0.420 -1.624 -0.101 0.086
H -0.691 -1.052 -1.840 0.108
H 1.080 -1.279 -1.101 0.098
H -1.142 1.873 0.031 0.055
```

Output
LUMO in Eh: 0.02370
E_tot in eV: -19008.793
Net charge: 0
SMILES: CN1NS1(=O)=O
Energy above the lowest of the compared OMol25 structures with the same formula, charge and spin in eV: 3.131
Frontier orbital gap in eV: 11.7

=====

# C19H18LuNOS

A molecular structure, C19H18LuNOS (wB97M-V/def2-TZVPD, the OMol25 dataset).

XYZ file:
```
41
Properties=species:S:1:pos:R:3:lowdin_charge:R:1
C 0.748 -2.044 3.117 -0.220
C -0.688 -2.066 3.059 -0.223
C -1.048 -2.376 1.713 -0.211
H -1.371 -2.004 3.912 0.107
C 0.160 -2.492 0.943 -0.216
C 1.262 -2.258 1.809 -0.194
H 2.307 -2.312 1.514 0.106
H 1.348 -1.970 4.020 0.099
H -2.059 -2.500 1.323 0.111
H 0.235 -2.838 -0.091 0.098
C -1.135 2.264 1.613 -0.196
C -1.158 1.892 2.947 -0.169
C 0.242 1.936 3.515 -0.341
H -2.011 1.757 3.609 0.104
C 1.073 2.103 2.258 -0.185
C 0.245 2.421 1.189 -0.193
H 0.546 2.780 0.201 0.113
H -1.992 2.466 0.970 0.114
H 0.409 2.722 4.271 0.148
H 2.160 2.103 2.290 0.098
Lu -0.088 -0.134 1.671 1.643
O -0.804 -0.063 -0.178 -0.422
C -1.191 -0.742 -1.345 -0.325
C -0.064 -1.016 -2.265 -0.029
H -1.577 -1.737 -1.055 0.103
H -1.963 -0.163 -1.871 0.117
H 0.622 -1.810 -1.953 0.102
H 1.060 -2.017 -4.457 0.110
C 0.800 -0.961 -4.563 -0.038
C 0.205 -0.306 -3.434 -0.239
C -0.099 1.094 -3.572 -0.025
H -0.501 1.610 -2.694 0.111
C 0.125 1.744 -4.774 -0.096
H -0.100 2.804 -4.850 0.100
C 0.628 1.054 -5.882 -0.096
H 0.772 1.573 -6.823 0.097
C 0.956 -0.300 -5.767 -0.099
H 1.336 -0.841 -6.628 0.100
S -0.205 -0.249 6.732 0.744
C 0.235 0.283 5.330 -0.812
N 0.582 0.593 4.195 0.004
```

Output
LUMO (spin up / spin down) in Eh: -0.00791 / -0.01129
E_tot in eV: -67985.771
Net charge: 0
Energy above the lowest of the compared OMol25 structures with the same formula, charge and spin in eV: 0.000
Frontier orbital gap (spin up / spin down) in eV: 6.9 / 5.8

=====

# CH3FIN

A molecular structure, CH3FIN (wB97M-V/def2-TZVPD, the OMol25 dataset).

XYZ file:
```
7
Properties=species:S:1:pos:R:3:lowdin_charge:R:1
C 0.659 0.261 0.041 -0.188
N -0.374 -0.603 0.469 -0.197
F -0.410 -1.704 -0.332 -0.103
I -2.729 0.623 -0.067 0.232
H 0.490 1.239 0.486 0.072
H 1.591 -0.154 0.447 0.096
H 0.772 0.339 -1.044 0.088
```

Output
LUMO (spin up / spin down) in Eh: -0.04196 / -0.08322
E_tot in eV: -13390.205
Net charge: 0
Energy above the lowest of the compared OMol25 structures with the same formula, charge and spin in eV: 3.189
Frontier orbital gap (spin up / spin down) in eV: 8.7 / 7.3

=====

# C3H10N2O2

2 unconnected molecules or ions with the total composition C3H10N2O2 (wB97M-V/def2-TZVPD, the OMol25 dataset).

XYZ file:
```
17
Properties=species:S:1:pos:R:3:lowdin_charge:R:1
N -0.263 -2.400 0.777 0.018
C 0.431 -1.258 0.214 -0.333
N -0.116 -0.029 0.752 -0.082
C -1.310 0.356 -0.046 -0.171
C -0.825 1.057 -1.308 -0.261
O -1.484 1.130 -2.308 0.056
H -0.037 -2.535 1.726 0.050
H -0.005 -3.294 0.376 0.074
H 1.493 -1.292 0.485 0.101
H 0.414 -1.245 -0.875 0.121
H -0.490 -0.408 1.621 0.098
H -1.849 1.061 0.586 0.127
H -1.855 -0.514 -0.400 0.115
H 0.207 1.453 -1.231 0.128
O 2.783 1.326 1.222 -0.070
H 1.994 0.972 1.649 0.004
H 3.441 0.634 1.326 0.026
```

Output
LUMO in Eh: 0.02462
E_tot in eV: -10347.306
Net charge: 0
SMILES: NCNCC=O.O
Energy above the lowest of the compared OMol25 structures with the same formula, charge and spin in eV: 2.182
Frontier orbital gap in eV: 10.4